# C20H28CrNO2

A molecular structure, C20H28CrNO2 in a non-equilibrium geometry (wB97M-V/def2-TZVPD, the OMol25 dataset).

Structure (XYZ):
```
52
C20H28CrNO2 wB97M-V/def2-TZVPD
O -0.02458 0.46708 -4.60556
C 1.15991 1.22383 -5.01803
C 0.32122 2.51512 -5.17848
H 1.60923 0.83402 -5.93326
H 1.83779 1.16420 -4.15232
C -0.82312 1.67056 -4.51812
H 0.04656 2.77766 -6.21809
H 0.71754 3.34613 -4.59332
C -2.04489 1.27676 -5.31860
H -1.75956 0.91072 -6.34469
H -2.76702 2.11005 -5.41528
H -2.53429 0.42602 -4.80008
C -1.10512 2.20440 -3.11933
H -0.18565 2.35007 -2.50839
H -1.77716 1.54601 -2.52548
H -1.59071 3.21101 -3.20536
Cr 0.06397 -0.11132 0.18417
C 1.17763 1.18241 1.42021
C 1.87959 -0.07723 1.19030
C 2.16184 -0.16947 -0.22760
H 2.26093 -0.78133 1.93259
C 1.64948 1.01938 -0.86941
C 1.04116 1.85479 0.14094
H 0.67512 2.87067 -0.01219
H 0.92908 1.59715 2.39348
H 2.74476 -0.92348 -0.75476
H 1.83670 1.33633 -1.89095
C -1.33924 -0.89524 1.59585
C -1.91214 0.21497 0.86540
C -1.95838 -0.11766 -0.53621
H -2.34509 1.09487 1.32262
C -1.33560 -1.42985 -0.71148
C -0.95703 -1.90094 0.59936
H -0.53990 -2.87550 0.87158
H -0.10403 -0.71909 4.98147
H -2.43874 0.46486 -1.31899
H -1.21559 -1.96705 -1.67361
O -0.08088 -1.44406 -6.10773
C -0.27460 -0.96975 -7.47773
C 0.53482 -1.85183 -8.45129
H 0.08562 0.08347 -7.56396
H -1.36421 -0.92710 -7.69840
C 1.34685 -2.80074 -7.52980
H 1.23531 -1.26224 -9.05625
H -0.09681 -2.38460 -9.17085
C 0.83060 -2.52440 -6.11122
H 2.38235 -2.47433 -7.57795
H 1.31579 -3.85784 -7.81534
H 1.62737 -2.23661 -5.41855
H 0.34754 -3.40598 -5.67179
N -0.44068 -0.80968 4.01823
C -0.80355 -0.83552 2.90337
```

Values from the calculation:
- calculated total energy (Ha) = -2028.32801
- M (g mol⁻¹) = 366.4
- <S²> = 3.7971
- HOMO level (spin up / spin down) (eV) = -4.7 / -6.3
- energy above the lowest of the compared OMol25 structures with the same formula, charge and spin (eV) = 0.000
- strongest force on any atom (eV/Å) = 3.6
- spin multiplicity = 4

# C4H12S

2 unconnected molecules or ions with the total composition C4H12S in a non-equilibrium geometry (wB97M-V/def2-TZVPD, the OMol25 dataset).

Structure (XYZ):
```
17
C4H12S wB97M-V/def2-TZVPD
C -1.69394 2.09768 0.06579
C -2.15264 -0.54005 1.06458
S -2.37204 0.54200 -0.38986
H -0.73278 2.06894 0.56142
H -1.71144 2.60516 -0.92028
H -2.23503 2.66957 0.77026
H -1.16917 -0.72112 1.44179
H -2.33578 -1.60993 0.66930
H -3.02287 -0.41875 1.60063
C 1.62852 -0.37485 -0.47278
C 2.78699 -1.27017 -0.76742
H 1.05446 0.04481 -1.38234
H 0.82584 -0.93297 0.12077
H 1.82886 0.45401 0.23783
H 2.72947 -2.22967 -0.19822
H 3.77349 -0.87334 -0.53116
H 2.79807 -1.51131 -1.87030
```

Values from the calculation:
- calculated total energy (Ha) = -557.41631
- M (g mol⁻¹) = 92.2
- <S²> = 0.7531
- HOMO level (spin up / spin down) (eV) = -14.6 / -14.6
- energy above the lowest of the compared OMol25 structures with the same formula, charge and spin (eV) = 1.024
- charge = +1
- strongest force on any atom (eV/Å) = 4.8
- spin multiplicity = 2

# C11H15N

2 unconnected molecules or ions with the total composition C11H15N in a non-equilibrium geometry (wB97M-V/def2-TZVPD, the OMol25 dataset).

Structure (XYZ):
```
27
C11H15N wB97M-V/def2-TZVPD
C -1.66491 -2.53279 -0.38673
C -1.55140 -1.17584 -0.98657
C -2.46659 -0.35910 -1.61614
N -1.91697 0.88398 -1.83816
C -0.59982 0.83273 -1.44060
C 0.29444 1.89772 -1.53315
C 1.59455 1.66945 -1.16805
C 1.95368 0.34706 -0.76456
C 1.02354 -0.64511 -0.48641
C -0.29894 -0.46665 -0.92749
H -0.77815 -2.83739 0.11949
H -1.99211 -3.23202 -1.16895
H -2.39476 -2.47065 0.41458
H -3.51166 -0.46585 -1.86381
H -2.34998 1.68004 -2.31487
H -0.14263 2.88303 -1.83337
H 2.26275 2.49314 -1.31846
H 2.97948 0.12384 -0.48268
H 1.41170 -1.55079 -0.12097
C 1.36606 -0.31564 2.62597
C 0.65108 1.02526 2.28412
H 2.25520 -0.39665 1.93215
H 1.78118 -0.33016 3.61099
H 0.71335 -1.18456 2.47695
H 0.01773 1.31836 3.12140
H -0.04618 1.00775 1.44953
H 1.40936 1.80084 2.21579
```

Values from the calculation:
- calculated total energy (Ha) = -482.88690
- M (g mol⁻¹) = 161.2
- HOMO level (eV) = -7.8
- energy above the lowest of the compared OMol25 structures with the same formula, charge and spin (eV) = 0.769
- strongest force on any atom (eV/Å) = 2.3